Entry from the Open Molecules 2025 dataset: 6 unconnected molecules or ions with the total composition C40H88N4O6 in a non-equilibrium geometry (the ωB97M-V functional and the def2-TZVPD basis).

Calculated values
HOMO-LUMO gap: 8.5 eV
E_tot: -61145.58929 eV
LUMO: 0.37 eV
Highest occupied orbital energy: -8.16 eV
ΔE to the lowest compared entry with this formula, charge and spin: 217.5 kJ/mol
Strongest force on any atom: 0.05304 hartree/bohr
SMILES: CC1(C)CCCC(C)(C)N1O.CC1(C)CCCC(C)(C)N1O.CC1(C)CCCC(C)(C)N1O.CC1(C)CCCC(C)(C)N1O.CCO.CCO

Each atom is followed by the atoms it is bonded to, with distances in Å.
Cartesian coordinates (Å):
1 C -2.97 5.69 -1.16  C2 1.558, H12 1.090, H13 1.090, H14 1.090
2 C -1.71 5.53 -0.27  C1 1.558, C3 1.549, C4 1.561, N10 1.541
3 C -0.83 4.47 -0.98  C2 1.549, H15 1.090, H16 1.090, H17 1.090
4 C -1.05 6.95 -0.19  C2 1.561, C5 1.507, H18 1.090, H19 1.090
5 C -0.01 7.11 0.88  C4 1.507, C6 1.516, H20 1.090, H21 1.090
6 C -0.53 6.74 2.26  C5 1.516, C7 1.550, H22 1.090, H23 1.090
7 C -1.20 5.35 2.29  C6 1.550, C8 1.578, C9 1.556, N10 1.484
8 C -0.06 4.26 2.26  C7 1.578, H24 1.090, H25 1.090, H26 1.090
9 C -1.98 5.23 3.63  C7 1.556, H27 1.090, H28 1.090, H29 1.090
10 N -2.14 5.14 1.16  C2 1.541, C7 1.484, O11 1.489
11 O -2.89 3.87 1.28  N10 1.489, H30 0.960
12 H -3.33 4.75 -1.58  C1 1.090
13 H -3.80 6.15 -0.61  C1 1.090
14 H -2.71 6.40 -1.95  C1 1.090
15 H 0.21 4.45 -0.64  C3 1.090
16 H -1.17 3.44 -0.84  C3 1.090
17 H -0.77 4.57 -2.06  C3 1.090
18 H -0.62 7.08 -1.18  C4 1.090
19 H -1.85 7.68 -0.06  C4 1.090
20 H 0.85 6.51 0.58  C5 1.090
21 H 0.24 8.17 0.91  C5 1.090
22 H -1.28 7.50 2.45  C6 1.090
23 H 0.29 6.84 2.98  C6 1.090
24 H -0.45 3.27 2.01  C8 1.090
25 H 0.45 4.19 3.22  C8 1.090
26 H 0.77 4.50 1.60  C8 1.090
27 H -2.80 5.93 3.80  C9 1.090
28 H -1.28 5.48 4.43  C9 1.090
29 H -2.43 4.26 3.84  C9 1.090
30 H -2.23 3.25 0.96  O11 0.960
31 C -3.64 -1.29 4.54  C32 1.524, H42 1.090, H43 1.090, H44 1.090
32 C -2.82 -0.61 3.45  C31 1.524, C33 1.525, C34 1.585, N40 1.499
33 C -2.04 0.54 4.07  C32 1.525, H45 1.090, H46 1.090, H47 1.090
34 C -1.79 -1.74 3.01  C32 1.585, C35 1.562, H48 1.090, H49 1.090
35 C -2.33 -2.92 2.14  C34 1.562, C36 1.522, H50 1.090, H51 1.090
36 C -3.10 -2.32 0.97  C35 1.522, C37 1.551, H52 1.090, H53 1.090
37 C -4.12 -1.20 1.29  C36 1.551, C38 1.541, C39 1.535, N40 1.488
38 C -4.27 -0.52 -0.09  C37 1.541, H54 1.090, H55 1.090, H56 1.090
39 C -5.50 -1.77 1.66  C37 1.535, H57 1.090, H58 1.090, H59 1.090
40 N -3.50 -0.18 2.18  C32 1.499, C37 1.488, O41 1.408
41 O -4.20 1.03 2.31  N40 1.408, H60 0.960
42 H -4.31 -2.07 4.20  C31 1.090
43 H -2.99 -1.66 5.33  C31 1.090
44 H -4.37 -0.59 4.94  C31 1.090
45 H -2.72 1.22 4.59  C33 1.090
46 H -1.33 0.18 4.83  C33 1.090
47 H -1.40 1.05 3.36  C33 1.090
48 H -1.00 -1.35 2.36  C34 1.090
49 H -1.35 -2.08 3.95  C34 1.090
50 H -1.57 -3.61 1.78  C35 1.090
51 H -3.05 -3.44 2.77  C35 1.090
52 H -3.61 -3.10 0.40  C36 1.090
53 H -2.24 -2.08 0.35  C36 1.090
54 H -3.30 -0.08 -0.33  C38 1.090
55 H -5.05 0.23 -0.01  C38 1.090
56 H -4.59 -1.24 -0.85  C38 1.090
57 H -6.18 -0.95 1.89  C39 1.090
58 H -5.60 -2.40 2.54  C39 1.090
59 H -5.95 -2.45 0.93  C39 1.090
60 H -3.56 1.58 1.84  O41 0.960
61 C -2.34 -1.65 -3.59  C62 1.542, H72 1.090, H73 1.090, H74 1.090
62 C -0.97 -2.31 -3.81  C61 1.542, C63 1.508, C64 1.553, N70 1.500
63 C 0.05 -1.35 -4.38  C62 1.508, H75 1.090, H76 1.090, H77 1.090
64 C -0.35 -2.79 -2.47  C62 1.553, C65 1.547, H78 1.090, H79 1.090
65 C -0.95 -4.00 -1.72  C64 1.547, C66 1.566, H80 1.090, H81 1.090
66 C -0.79 -5.15 -2.76  C65 1.566, C67 1.524, H82 1.090, H83 1.090
67 C -1.35 -4.85 -4.14  C66 1.524, C68 1.598, C69 1.536, N70 1.455
68 C -0.76 -5.94 -5.15  C67 1.598, H84 1.090, H85 1.090, H86 1.090
69 C -2.88 -4.95 -4.06  C67 1.536, H87 1.090, H88 1.090, H89 1.090
70 N -1.00 -3.54 -4.67  C62 1.500, C67 1.455, O71 1.411
71 O -1.58 -3.23 -5.93  N70 1.411, H90 0.960
72 H -2.24 -0.74 -2.99  C61 1.090
73 H -2.83 -1.40 -4.54  C61 1.090
74 H -2.97 -2.25 -2.94  C61 1.090
75 H 0.05 -0.47 -3.74  C63 1.090
76 H 1.05 -1.76 -4.51  C63 1.090
77 H -0.30 -1.04 -5.36  C63 1.090
78 H 0.73 -2.90 -2.52  C64 1.090
79 H -0.34 -1.94 -1.78  C64 1.090
80 H -0.35 -4.24 -0.84  C65 1.090
81 H -2.00 -3.87 -1.42  C65 1.090
82 H -1.26 -5.98 -2.23  C66 1.090
83 H 0.28 -5.35 -2.85  C66 1.090
84 H 0.31 -5.77 -5.28  C68 1.090
85 H -1.23 -5.76 -6.11  C68 1.090
86 H -0.99 -6.97 -4.87  C68 1.090
87 H -3.33 -4.92 -5.05  C69 1.090
88 H -3.30 -4.25 -3.33  C69 1.090
89 H -3.13 -5.96 -3.75  C69 1.090
90 H -0.79 -3.24 -6.48  O71 0.960
91 C 5.98 -0.69 1.82  C92 1.570, H102 1.090, H103 1.090, H104 1.090
92 C 5.64 -0.63 0.29  C91 1.570, C93 1.576, C94 1.549, N100 1.438
93 C 5.15 0.81 -0.11  C92 1.576, H105 1.090, H106 1.090, H107 1.090
94 C 6.99 -0.88 -0.44  C92 1.549, C95 1.594, H108 1.090, H109 1.090
95 C 6.78 -1.07 -2.01  C94 1.594, C96 1.512, H110 1.090, H111 1.090
96 C 5.82 -2.21 -2.27  C95 1.512, C97 1.607, H112 1.090, H113 1.090
97 C 4.44 -1.95 -1.50  C96 1.607, C98 1.575, C99 1.566, N100 1.494
98 C 3.61 -0.87 -2.30  C97 1.575, H114 1.090, H115 1.090, H116 1.090
99 C 3.54 -3.23 -1.49  C97 1.566, H117 1.090, H118 1.090, H119 1.090
100 N 4.70 -1.65 -0.06  C92 1.438, C97 1.494, O101 1.414
101 O 3.47 -1.60 0.65  N100 1.414, H120 0.960
102 H 5.46 0.09 2.39  C91 1.090
103 H 5.85 -1.69 2.22  C91 1.090
104 H 7.03 -0.51 2.02  C91 1.090
105 H 4.09 0.92 0.14  C93 1.090
106 H 5.69 1.46 0.58  C93 1.090
107 H 5.34 1.11 -1.14  C93 1.090
108 H 7.73 -0.09 -0.33  C94 1.090
109 H 7.48 -1.79 -0.10  C94 1.090
110 H 6.46 -0.14 -2.47  C95 1.090
111 H 7.72 -1.33 -2.50  C95 1.090
112 H 6.35 -3.15 -2.09  C96 1.090
113 H 5.73 -2.23 -3.36  C96 1.090
114 H 2.99 -0.23 -1.67  C98 1.090
115 H 2.96 -1.34 -3.03  C98 1.090
116 H 4.13 -0.10 -2.87  C98 1.090
117 H 3.31 -3.63 -2.47  C99 1.090
118 H 2.58 -3.35 -0.98  C99 1.090
119 H 4.16 -4.05 -1.12  C99 1.090
120 H 3.48 -2.33 1.26  O101 0.960
121 C 2.42 1.59 3.38  C122 1.483, H124 1.090, H125 1.090, H126 1.090
122 C 2.31 0.15 3.74  C121 1.483, O123 1.418, H127 1.090, H128 1.090
123 O 1.78 0.20 5.06  C122 1.418, H129 0.960
124 H 1.47 2.12 3.31  C121 1.090
125 H 2.86 1.52 2.39  C121 1.090
126 H 3.15 2.16 3.95  C121 1.090
127 H 3.29 -0.31 3.75  C122 1.090
128 H 1.70 -0.48 3.10  C122 1.090
129 H 1.98 -0.57 5.59  O123 0.960
130 C 0.54 1.23 -0.42  C131 1.524, H133 1.090, H134 1.090, H135 1.090
131 C -0.27 0.49 0.64  C130 1.524, O132 1.366, H136 1.090, H137 1.090
132 O -1.50 1.07 0.80  C131 1.366, H138 0.960
133 H 0.62 2.30 -0.20  C130 1.090
134 H -0.05 1.17 -1.33  C130 1.090
135 H 1.53 0.78 -0.51  C130 1.090
136 H 0.28 0.60 1.57  C131 1.090
137 H -0.30 -0.59 0.60  C131 1.090
138 H -2.08 0.52 1.33  O132 0.960

Löwdin atomic charge list, values in e, 4 entries: -0.0438 -0.4443 -0.0405 -0.1460